Density functional theory data (ωB97M-V/def2-TZVPD) for a gas-phase ion, C5H13N2 (charge +1) in a non-equilibrium geometry.

Its gap between HOMO and LUMO is 11.354 eV. As for the charge: +1. The total energy comes out at -8367.73034 eV. The calculation puts the LUMO energy at -2.97 eV. The HOMO energy comes out at -14.320 eV. The max |F| comes out at 4.428 eV/A. Its SMILES is C[C@@H]1[C@@H](N)[C@@]1(C)[NH3+].

Structure (XYZ):
```
20
Properties=species:S:1:pos:R:3:lowdin_charge:R:1
C -1.8807 -0.9155 -0.2300 -0.054
C -0.4794 -0.5452 -0.4779 -0.278
C 0.4842 -0.6439 0.6030 -0.231
N 1.8381 -1.2801 0.1752 0.053
C 0.1879 0.6948 0.1053 -0.394
C -0.6529 1.7937 0.7259 0.029
N 1.3451 1.0151 -0.7400 0.173
H -2.2585 -0.6942 0.7755 0.091
H -1.9208 -2.0781 -0.3005 0.128
H -2.5588 -0.7295 -1.0691 0.094
H -0.1217 -0.7781 -1.4792 0.158
H -0.0335 -1.0860 1.4679 0.172
H 1.3873 -2.1513 -0.2888 0.149
H 2.2738 -1.8108 1.0123 0.151
H -0.1693 2.2810 1.5053 0.061
H -1.6044 1.2851 0.9367 0.085
H -0.9076 2.6537 0.0136 0.126
H 1.1243 1.1758 -1.7340 0.173
H 1.9495 0.0338 -0.4921 0.139
H 1.9975 1.7799 -0.5090 0.176
```